(w)
The following is a quantum chemistry calculation of a molecular structure, C43H48BeN2O3P2, from the OMol25 dataset.

Kohn-Sham gap (alpha / beta) in eV: 4.635 / 4.638
Spin multiplicity: 1
LUMO (alpha / beta) in eV: -0.9 / -0.9
Highest occupied orbital energy (alpha / beta) in eV: -5.58 / -5.55

Each line ends with the Löwdin charge.
Atoms and positions in Å:
Be1 -0.579 -0.499 -2.299  -0.001
C1 -1.477 0.596 -3.273  -0.367
C2 -2.055 -0.744 -3.342  -0.245
C3 -1.441 -1.837 -4.175  -0.165
C4 0.121 -1.813 -4.171  -0.223
C5 0.758 -1.363 -2.913  -0.210
C6 1.312 0.006 -2.631  -0.331
C7 1.064 1.166 -3.618  -0.127
C8 -0.394 1.104 -4.174  -0.208
C9 2.744 1.273 2.380  -0.169
H1 -2.220 1.429 -3.141  0.113
H2 -3.150 -0.797 -3.443  0.104
H3 -1.778 -1.637 -5.206  0.121
H4 -1.806 -2.863 -3.925  0.118
H5 0.462 -2.834 -4.412  0.109
H6 0.494 -1.319 -5.075  0.098
H7 1.334 -2.153 -2.438  0.110
H8 2.388 -0.200 -2.658  0.128
H9 1.801 1.135 -4.439  0.117
H10 1.302 2.161 -3.174  0.107
H11 -0.642 2.149 -4.413  0.105
H12 -0.424 0.545 -5.125  0.098
H13 1.746 1.739 2.350  0.059
H14 3.502 1.950 2.804  0.072
H15 2.681 0.364 2.989  0.065
P1 -2.516 0.023 -1.025  1.213
P2 3.189 0.826 0.717  0.998
C10 1.004 0.479 -1.193  -0.067
C11 1.846 0.097 -0.182  -0.162
C12 -3.198 -1.535 -0.605  -0.413
C13 -2.440 -2.673 -0.943  -0.108
C14 -2.884 -3.875 -0.413  -0.068
C15 -3.868 -3.877 0.599  -0.078
C16 -4.447 -2.690 1.066  -0.098
C17 -4.169 -1.503 0.408  -0.109
C18 -3.554 1.407 -0.821  -0.410
C19 -2.840 2.443 -0.168  -0.092
C20 -3.492 3.634 0.116  -0.076
C21 -4.826 3.796 -0.265  -0.080
C22 -5.505 2.806 -0.991  -0.079
C23 -4.853 1.613 -1.325  -0.066
C24 4.534 -0.375 0.680  -0.289
C25 4.208 -1.728 0.877  -0.054
C26 5.167 -2.713 0.614  -0.051
C27 6.448 -2.343 0.192  -0.069
C28 6.802 -0.992 0.091  -0.070
C29 5.849 -0.002 0.356  -0.084
C30 3.587 2.280 -0.220  -0.314
C31 3.024 3.512 0.144  -0.060
C32 3.124 4.582 -0.747  -0.065
C33 3.741 4.406 -1.991  -0.063
C34 4.225 3.147 -2.375  -0.062
C35 4.140 2.071 -1.491  -0.084
H16 0.549 1.472 -1.115  0.112
H17 1.752 -0.958 0.125  0.058
H18 -1.507 -2.570 -1.533  0.095
H19 -2.432 -4.792 -0.785  0.106
H20 -4.174 -4.820 1.049  0.103
H21 -5.096 -2.667 1.948  0.112
H22 -4.556 -0.531 0.702  0.098
H23 -1.798 2.238 0.108  0.086
H24 -2.951 4.392 0.685  0.107
H25 -5.356 4.690 0.060  0.102
H26 -6.552 2.941 -1.266  0.103
H27 -5.318 0.861 -1.963  0.115
H28 3.201 -1.978 1.218  0.101
H29 4.924 -3.771 0.744  0.116
H30 7.183 -3.115 -0.052  0.111
H31 7.815 -0.711 -0.195  0.108
H32 6.128 1.052 0.312  0.110
H33 2.552 3.615 1.123  0.106
H34 2.779 5.566 -0.425  0.110
H35 3.916 5.266 -2.637  0.109
H36 4.737 3.004 -3.323  0.111
H37 4.510 1.076 -1.758  0.115
C36 -2.920 0.788 4.110  -0.093
C37 -2.769 -0.691 3.762  -0.167
C38 -1.363 -1.157 3.373  -0.280
C39 -0.295 -1.002 4.530  -0.149
C40 0.009 0.415 4.975  -0.107
C41 -1.460 -2.661 3.069  -0.378
O1 -2.346 -3.410 3.469  0.076
N1 -0.414 -3.137 2.276  0.184
C42 0.017 -2.392 1.161  -0.536
O2 0.876 -2.872 0.400  -0.005
N2 -0.563 -1.168 1.010  0.129
C43 -0.868 -0.456 2.095  -0.434
O3 -0.774 0.804 2.080  -0.049
H38 -2.655 0.994 5.159  0.062
H39 -3.970 1.079 3.956  0.074
H40 -2.274 1.385 3.447  0.061
H41 -3.145 -1.304 4.603  0.126
H42 -3.427 -0.919 2.905  0.096
H43 -0.643 -1.603 5.392  0.127
H44 0.631 -1.481 4.171  0.110
H45 -0.692 0.740 5.752  0.066
H46 1.024 0.451 5.387  0.070
H47 -0.052 1.095 4.117  0.057
H48 -0.272 -4.137 2.192  0.152

---

(x)
The following is a quantum chemistry calculation of a molecular structure, C43H48BeN2O3P2, from the OMol25 dataset.

Kohn-Sham gap in eV: 5.509
Spin multiplicity: 1
LUMO in eV: 0.3
Highest occupied orbital energy in eV: -5.19

Each line ends with the Löwdin charge.
Atoms and positions in Å:
Be1 0.542 0.212 0.804  0.230
C1 5.905 1.270 -0.121  -0.118
C2 5.671 1.700 1.134  -0.143
C3 5.917 3.109 1.591  -0.176
C4 5.558 4.248 0.589  -0.169
C5 4.534 3.993 -0.478  -0.127
C6 4.808 3.501 -1.693  -0.106
C7 6.133 2.939 -2.105  -0.181
C8 6.802 1.978 -1.078  -0.179
C9 -0.299 0.857 -1.009  -0.175
H1 5.491 0.324 -0.477  0.093
H2 5.331 1.011 1.917  0.087
H3 6.984 3.233 1.855  0.113
H4 5.347 3.273 2.523  0.098
H5 5.146 5.066 1.201  0.108
H6 6.491 4.613 0.135  0.107
H7 3.545 4.412 -0.273  0.087
H8 4.123 3.658 -2.528  0.059
H9 6.852 3.758 -2.299  0.114
H10 6.005 2.406 -3.064  0.102
H11 7.317 1.206 -1.672  0.110
H12 7.561 2.542 -0.518  0.106
H13 0.279 -0.021 -1.364  0.091
H14 -1.250 0.824 -1.572  0.090
H15 -0.645 0.722 0.074  0.059
P1 2.602 -0.020 1.141  0.997
P2 0.524 2.432 -1.317  0.942
C10 2.712 1.588 0.352  -0.435
C11 1.766 2.526 -0.043  -0.425
C12 2.843 -0.284 2.944  -0.353
C13 3.341 0.737 3.772  -0.083
C14 3.200 0.626 5.155  -0.084
C15 2.531 -0.455 5.727  -0.086
C16 2.057 -1.488 4.904  -0.086
C17 2.292 -1.443 3.532  -0.122
C18 3.601 -1.267 0.281  -0.348
C19 3.513 -1.347 -1.130  -0.108
C20 4.173 -2.363 -1.815  -0.093
C21 4.957 -3.292 -1.125  -0.091
C22 5.078 -3.203 0.270  -0.082
C23 4.413 -2.192 0.966  -0.088
C24 -0.551 3.830 -0.926  -0.290
C25 -0.987 4.025 0.398  -0.069
C26 -1.782 5.132 0.701  -0.076
C27 -2.108 6.062 -0.287  -0.082
C28 -1.633 5.889 -1.592  -0.081
C29 -0.845 4.783 -1.912  -0.077
C30 1.008 2.513 -3.049  -0.308
C31 0.410 1.646 -3.987  -0.084
C32 0.969 1.516 -5.257  -0.086
C33 2.125 2.227 -5.594  -0.077
C34 2.619 3.202 -4.719  -0.078
C35 1.972 3.434 -3.505  -0.099
H16 3.739 1.925 0.236  -0.024
H17 1.849 3.527 0.425  0.055
H18 3.800 1.609 3.303  0.087
H19 3.594 1.423 5.792  0.104
H20 2.356 -0.502 6.803  0.102
H21 1.492 -2.312 5.327  0.099
H22 2.017 -2.294 2.898  0.102
H23 2.906 -0.618 -1.667  0.093
H24 4.073 -2.429 -2.902  0.103
H25 5.478 -4.083 -1.665  0.100
H26 5.687 -3.925 0.813  0.102
H27 4.514 -2.129 2.050  0.100
H28 -0.689 3.325 1.182  0.097
H29 -2.150 5.264 1.718  0.107
H30 -2.740 6.919 -0.052  0.104
H31 -1.874 6.608 -2.368  0.102
H32 -0.441 4.668 -2.918  0.098
H33 -0.489 1.093 -3.716  0.099
H34 0.508 0.836 -5.976  0.106
H35 2.628 2.039 -6.542  0.105
H36 3.506 3.777 -4.985  0.111
H37 2.213 4.318 -2.906  0.117
C36 -1.173 -4.495 0.736  -0.092
C37 -1.179 -3.912 2.137  -0.152
C38 -1.972 -2.576 2.316  -0.281
C39 -3.516 -2.783 2.261  -0.165
C40 -4.084 -3.286 0.961  -0.091
C41 -1.662 -2.003 3.703  -0.368
O1 -1.503 -2.675 4.710  0.114
N1 -1.620 -0.586 3.724  0.201
C42 -0.746 0.058 2.853  -0.504
O2 -0.285 1.199 3.009  0.074
N2 -0.451 -0.710 1.749  0.062
C43 -1.458 -1.548 1.294  -0.360
O3 -1.872 -1.493 0.133  0.070
H38 -1.762 -5.416 0.685  0.076
H39 -0.139 -4.741 0.477  0.079
H40 -1.549 -3.794 -0.012  0.065
H41 -1.587 -4.639 2.858  0.127
H42 -0.142 -3.708 2.454  0.113
H43 -3.786 -3.483 3.069  0.128
H44 -3.992 -1.824 2.517  0.126
H45 -3.674 -4.270 0.708  0.066
H46 -5.171 -3.370 1.062  0.081
H47 -3.850 -2.580 0.159  0.072
H48 -1.676 -0.171 4.650  0.164

---

(x) is favored, and the nearest alternative lies 412.3 kJ/mol above it.